ORCA calculation (ωB97M-V/def2-TZVPD) on C4H9NO in the gas phase at a distorted geometry.

Each line ends with the natural charge from an NBO analysis.
CARTESIAN COORDINATES (ANGSTROEM)
C1 -0.21 1.16 -1.07  -0.604
C2 0.33 0.14 0.00  -0.328
C3 0.89 0.82 1.26  -0.609
C4 -0.69 -0.92 0.46  0.681
N1 -1.54 -1.34 -0.52  -0.829
O1 -0.79 -1.32 1.61  -0.607
H1 -1.22 1.47 -0.82  0.213
H2 -0.22 0.78 -2.11  0.201
H3 0.46 2.04 -1.11  0.218
H4 1.09 -0.28 -0.65  0.221
H5 1.08 0.13 2.09  0.242
H6 1.81 1.38 1.06  0.206
H7 0.13 1.52 1.62  0.208
H8 -1.22 -1.31 -1.47  0.387
H9 -2.16 -2.10 -0.26  0.399

Gap between HOMO and LUMO, eV: 10.6
Multiplicity: 1
SMILES string: CC(C)C(N)=O
Highest occupied orbital energy, eV: -9.80

***

ORCA calculation (ωB97M-V/def2-TZVPD) on a molecular structure, C2H3ClO2S at a distorted geometry.

Each line ends with the natural charge from an NBO analysis.
CARTESIAN COORDINATES (ANGSTROEM)
C1 -0.45 0.69 -0.42  -0.437
C2 1.40 0.11 0.05  -0.523
O1 -2.73 -0.43 0.19  -0.862
O2 -0.82 -2.01 -0.15  -0.862
S1 -1.33 -0.69 0.19  1.923
Cl1 -0.96 2.20 0.09  0.113
H1 1.23 -0.91 0.13  0.221
H2 1.72 0.73 0.83  0.209
H3 1.94 0.31 -0.93  0.218

Gap between HOMO and LUMO (spin up / spin down), eV: 7.8 / 7.8
Multiplicity: 1
Highest occupied orbital energy (spin up / spin down), eV: -9.43 / -9.44

***

ORCA calculation (ωB97M-V/def2-TZVPD) on C2H4Cl6Si2 in the gas phase at a distorted geometry.

Each line ends with the natural charge from an NBO analysis.
CARTESIAN COORDINATES (ANGSTROEM)
C1 -0.76 -0.39 1.34  -0.653
C2 0.37 -0.09 0.47  -1.213
Si1 0.18 -1.35 -0.86  1.499
Cl1 1.68 -0.94 -2.32  -0.384
Cl2 0.36 -3.28 -0.27  -0.320
Cl3 -1.60 -1.13 -1.98  -0.362
Si2 0.34 1.69 -0.30  1.462
Cl4 0.57 1.76 -2.36  -0.328
Cl5 1.97 2.61 0.63  -0.357
Cl6 -1.41 2.78 0.14  -0.348
H1 -1.69 -0.35 0.86  0.236
H2 -0.84 0.33 2.18  0.231
H3 -0.66 -1.40 1.76  0.229
H4 1.48 -0.24 0.72  0.308

Gap between HOMO and LUMO, eV: 10.9
Multiplicity: 1
SMILES string: CC([Si](Cl)(Cl)Cl)[Si](Cl)(Cl)Cl
Highest occupied orbital energy, eV: -10.69

***

ORCA calculation (ωB97M-V/def2-TZVPD) on a molecular structure, C5H7IN2 at a distorted geometry.

Each line ends with the natural charge from an NBO analysis.
CARTESIAN COORDINATES (ANGSTROEM)
C1 0.72 1.39 -0.51  0.090
C2 0.17 -1.19 -0.21  0.452
C3 -1.18 -0.70 0.32  -0.512
C4 -1.44 0.87 0.11  -0.244
C5 1.31 0.39 0.36  -0.569
N1 -0.53 1.58 -0.66  -0.434
N2 0.73 -2.20 -0.64  -0.634
I1 3.32 -0.06 0.09  0.173
H1 1.43 1.82 -1.33  0.182
H2 -1.96 -1.21 -0.16  0.237
H3 -1.14 -1.05 1.39  0.244
H4 -2.39 0.84 -0.38  0.202
H5 -1.71 1.28 1.08  0.204
H6 0.84 0.44 1.30  0.223
H7 1.83 -2.20 -0.75  0.385

Gap between HOMO and LUMO, eV: 9.0
Multiplicity: 1
Highest occupied orbital energy, eV: -8.63

***

ORCA calculation (ωB97M-V/def2-TZVPD) on C3H9N3OS in the gas phase at a distorted geometry.

Each line ends with the natural charge from an NBO analysis.
CARTESIAN COORDINATES (ANGSTROEM)
C1 0.19 -1.50 1.19  -0.402
N1 0.13 -0.23 0.41  -0.471
C2 -1.18 0.41 0.34  -0.179
N2 -1.12 1.56 1.24  0.133
O1 -1.92 1.55 2.15  -0.279
C3 0.91 -0.04 -0.78  0.053
N3 1.19 1.30 -0.99  -0.797
S1 -0.02 -0.70 -2.25  -0.159
H1 0.02 -2.37 0.54  0.190
H2 1.16 -1.73 1.62  0.208
H3 -0.60 -1.39 1.90  0.211
H4 -1.29 0.95 -0.64  0.219
H5 -2.07 -0.20 0.46  0.203
H6 1.86 -0.55 -0.69  0.204
H7 1.55 1.57 -0.16  0.356
H8 0.35 1.74 -0.95  0.340
H9 0.84 -0.35 -3.39  0.170

Gap between HOMO and LUMO, eV: 9.0
Multiplicity: 1
SMILES string: CN(CN=O)[C@H](N)S
Highest occupied orbital energy, eV: -9.02

***

ORCA calculation (ωB97M-V/def2-TZVPD) on a molecular structure, C28H35FeN3O at a distorted geometry.

Each line ends with the natural charge from an NBO analysis.
CARTESIAN COORDINATES (ANGSTROEM)
Fe1 0.54 0.24 1.15  1.126
N1 -1.72 -2.17 2.05  -0.673
N2 2.61 -2.09 0.28  -0.473
C1 0.11 2.20 1.02  -0.178
C2 1.53 1.98 1.26  -0.187
C3 1.67 1.22 2.49  -0.153
C4 2.94 0.74 3.12  -0.625
H1 3.77 0.88 2.42  0.217
H2 2.87 -0.33 3.36  0.225
H3 3.15 1.28 4.05  0.204
C5 0.34 0.99 3.02  -0.137
C6 -0.01 0.26 4.28  -0.640
H4 -0.28 0.97 5.08  0.200
H5 0.85 -0.34 4.61  0.213
H6 -0.86 -0.42 4.11  0.258
C7 -0.61 1.64 2.16  -0.101
C8 -2.07 1.77 2.46  -0.626
H7 -2.49 0.79 2.73  0.241
H8 -2.63 2.15 1.59  0.219
H9 -2.22 2.45 3.31  0.198
C9 2.66 2.43 0.40  -0.620
H10 3.31 3.15 0.92  0.204
H11 2.31 2.91 -0.52  0.216
H12 3.28 1.56 0.13  0.214
C10 -0.50 2.91 -0.14  -0.618
H13 -1.54 2.60 -0.28  0.226
H14 0.04 2.68 -1.07  0.222
H15 -0.49 4.01 0.00  0.199
C11 -2.73 -3.03 2.26  -0.062
H16 -3.52 -2.71 2.94  0.156
C12 -2.80 -4.28 1.63  -0.302
H17 -3.69 -4.90 1.77  0.184
C13 -1.72 -4.69 0.84  -0.404
H18 -1.72 -5.66 0.34  0.178
C14 -0.63 -3.84 0.70  -0.266
H19 0.27 -4.11 0.15  0.197
C15 -0.68 -2.57 1.30  0.133
C16 0.48 -1.62 1.23  -0.606
H20 1.04 -1.69 2.19  0.233
C17 1.45 -1.44 0.07  0.231
C18 3.27 -2.17 -0.90  -0.088
H21 4.23 -2.67 -1.02  0.191
C19 2.56 -1.54 -1.90  -0.116
H22 2.82 -1.40 -2.94  0.210
N3 1.39 -1.07 -1.34  -0.409
C20 0.54 -0.13 -2.03  0.178
C21 1.13 0.90 -2.80  -0.028
C22 0.31 1.67 -3.64  -0.248
H23 0.79 2.43 -4.27  0.195
C23 -1.07 1.47 -3.74  0.004
C24 -1.93 2.29 -4.67  -0.628
H24 -2.87 2.58 -4.17  0.215
H25 -2.20 1.71 -5.57  0.213
H26 -1.41 3.20 -4.99  0.208
C25 -1.62 0.42 -3.01  -0.227
H27 -2.69 0.23 -3.09  0.203
C26 -0.82 -0.42 -2.23  0.023
C27 -1.39 -1.69 -1.71  -0.639
H28 -0.86 -2.56 -2.10  0.220
H29 -2.45 -1.78 -1.95  0.210
H30 -1.31 -1.69 -0.63  0.271
C28 2.58 1.22 -2.90  -0.643
H31 2.97 0.88 -3.88  0.213
H32 3.22 0.79 -2.12  0.239
H33 2.70 2.31 -2.89  0.214
O1 -3.04 -0.18 0.26  -0.962
H34 -3.89 0.07 -0.15  0.454
H35 -3.25 -0.81 0.98  0.507

Gap between HOMO and LUMO (spin up / spin down), eV: 2.4 / 6.7
Multiplicity: 6
Highest occupied orbital energy (spin up / spin down), eV: 0.16 / -4.12
Charge: -1

***

In kJ/mol, the ΔE to the lowest compared entry with this formula, charge and spin values for the records above are, in order, 34.7; 382.8; 70.8; 271.2; 384.2; 97.9.